Here is a 2-piece molecular cluster, C3H10NO2 overall from the OMol25 dataset. Energies are from wB97M-V/def2-TZVPD.

Bonds (Å) are listed after each position.
Cartesian coordinates (Å):
1 C -0.95660 1.09338 0.68845  N4 1.387, H7 1.128, H8 1.158, H9 1.164
2 C 0.19629 0.22318 -1.28133  N4 1.455, H10 1.025, H11 1.124, H12 1.167
3 C 1.08606 0.02072 0.89245  N4 1.425, H13 1.180, H14 1.182, H15 1.010
4 N -0.11709 0.13637 0.13723  C1 1.387, C2 1.455, C3 1.425, O6 1.325
5 O -0.09215 -2.78124 -0.41691  H16 0.974
6 O -0.95255 -0.85367 0.41529  N4 1.325
7 H -0.65770 2.10983 0.30240  C1 1.128
8 H -2.01401 1.18161 0.22504  C1 1.158
9 H -1.06198 1.17900 1.84433  C1 1.164
10 H 0.40997 -0.71275 -1.64069  C2 1.025
11 H -0.57347 0.63003 -1.99290  C2 1.124
12 H 1.13162 0.87514 -1.53095  C2 1.167
13 H 1.80558 -0.83743 0.52173  C3 1.180
14 H 1.76744 0.98247 0.80597  C3 1.182
15 H 0.93686 -0.15226 1.87626  C3 1.010
16 H -0.90825 -3.09437 -0.84637  O5 0.974

The value obtained for the lowest unoccupied orbital energy (alpha / beta) is -0.31522 / -0.31504 Eh. As for the HOMO-LUMO gap (alpha / beta): 7.21 / 7.28 eV. The charge is +1. The calculation puts the HOMO energy (alpha / beta) at -15.7921 / -15.8517 eV. The value obtained for the max |F| is 8.2 eV Å⁻¹.

natural (NBO) atomic charge list, values in e, 5 entries:
1. C -0.475
2. C -0.449
3. C -0.439
4. N 0.009
5. O -0.331

Here is an isolated ion of composition C3H10NO2 and charge +1 from the OMol25 dataset. Energies are from wB97M-V/def2-TZVPD.

Bonds (Å) are listed after each position.
Cartesian coordinates (Å):
1 N -1.09012 0.82193 -0.01708  C2 1.586, H7 0.958, H8 1.043, H9 1.111
2 C 0.24399 0.04520 -0.38214  N1 1.586, C3 1.528, C5 1.584, H10 1.065
3 C 1.34205 0.53405 0.56159  C2 1.528, O4 1.402, H11 1.084, H12 1.195
4 O 1.00287 1.86703 0.83128  C3 1.402, H13 0.943
5 C -0.12185 -1.49434 -0.31144  C2 1.584, O6 1.434, H14 1.123, H15 1.184
6 O -1.51292 -1.68173 -0.60397  C5 1.434, H16 0.963
7 H -0.99070 1.77355 0.03470  N1 0.958
8 H -1.82523 0.59122 -0.72061  N1 1.043
9 H -1.46416 0.37406 0.92829  N1 1.111
10 H 0.38792 0.37921 -1.38326  C2 1.065
11 H 1.48146 0.01151 1.50052  C3 1.084
12 H 2.43150 0.31685 0.12193  C3 1.195
13 H 1.50502 2.66020 0.91685  O4 0.943
14 H 0.55821 -2.05409 -1.00859  C5 1.123
15 H -0.05396 -1.88383 0.80429  C5 1.184
16 H -1.89408 -2.26081 -1.27234  O6 0.963

The value obtained for the lowest unoccupied orbital energy is -0.12225 Eh. As for the HOMO-LUMO gap: 11.68 eV. The charge is +1. The calculation puts the HOMO energy at -15.0047 eV. The value obtained for the max |F| is 6.0 eV Å⁻¹.

natural (NBO) atomic charge list, values in e, 5 entries:
1. N -0.685
2. C -0.056
3. C -0.089
4. O -0.787
5. C -0.083

Here is a 2-piece molecular cluster, C3H10NO2 overall from the OMol25 dataset. Energies are from wB97M-V/def2-TZVPD.

Bonds (Å) are listed after each position.
Cartesian coordinates (Å):
1 C 1.16949 1.03881 0.43731  C2 1.570, H7 1.032, H8 1.015, H9 1.129
2 C 0.51616 0.23196 -0.74091  C1 1.570, C3 1.534, H10 1.137, H11 1.070
3 C -0.10138 -1.10012 -0.29772  C2 1.534, N4 1.330, O6 1.275
4 N 0.31338 -2.20526 -0.90999  C3 1.330, H12 0.996, H14 1.014
5 O -1.65730 1.09096 0.89886  H13 1.000, H15 0.951
6 O -1.08380 -1.25366 0.49959  C3 1.275, H16 1.024
7 H 0.78006 1.03739 1.39324  C1 1.032
8 H 2.12723 0.72187 0.55133  C1 1.015
9 H 1.19337 2.13551 0.17195  C1 1.129
10 H 1.31907 -0.01595 -1.50683  C2 1.137
11 H -0.36164 0.80303 -0.95953  C2 1.070
12 H 1.09318 -2.21399 -1.52896  N4 0.996
13 H -1.09816 1.88660 0.66761  O5 1.000
14 H -0.28669 -2.93453 -0.54151  N4 1.014
15 H -2.60663 1.13951 0.91821  O5 0.951
16 H -1.31634 -0.36213 0.94736  O6 1.024

The value obtained for the lowest unoccupied orbital energy is -0.12756 Eh. As for the HOMO-LUMO gap: 12.86 eV. The charge is +1. The calculation puts the HOMO energy at -16.3358 eV. The value obtained for the max |F| is 3.5 eV Å⁻¹.

natural (NBO) atomic charge list, values in e, 5 entries:
1. C -0.622
2. C -0.497
3. C 0.732
4. N -0.715
5. O -0.977

Here is a 2-piece molecular cluster, C3H10NO2 overall from the OMol25 dataset. Energies are from wB97M-V/def2-TZVPD.

Bonds (Å) are listed after each position.
Cartesian coordinates (Å):
1 C -1.01777 0.60724 -1.19750  C2 1.502, H7 1.108, H8 1.017, H9 1.138
2 C -0.10329 -0.53880 -0.87123  C1 1.502, C3 1.471, H10 1.144, H11 1.181
3 C -0.06316 -0.87436 0.56020  C2 1.471, N4 1.344, O6 1.296
4 N -0.81295 -0.29926 1.51532  C3 1.344, H12 1.063, H14 0.942
5 O 1.40377 1.29898 0.55944  H13 0.995, H15 0.987
6 O 0.70381 -1.80636 1.03326  C3 1.296, H16 1.049
7 H -1.93217 0.14668 -0.77349  C1 1.108
8 H -0.56976 1.41437 -0.77046  C1 1.017
9 H -1.19716 0.72513 -2.31529  C1 1.138
10 H 0.96408 -0.20100 -1.10557  C2 1.144
11 H -0.29908 -1.49239 -1.53913  C2 1.181
12 H -1.56576 0.41330 1.27759  N4 1.063
13 H 2.28976 1.18381 0.12248  O5 0.995
14 H -0.59820 -0.57447 2.39075  N4 0.942
15 H 1.32619 2.28108 0.61135  O5 0.987
16 H 1.47169 -2.28394 0.50226  O6 1.049

The value obtained for the lowest unoccupied orbital energy is -0.13651 Eh. As for the HOMO-LUMO gap: 12.18 eV. The charge is +1. The calculation puts the HOMO energy at -15.8920 eV. The value obtained for the max |F| is 6.1 eV Å⁻¹.

natural (NBO) atomic charge list, values in e, 5 entries:
1. C -0.615
2. C -0.518
3. C 0.769
4. N -0.698
5. O -0.976

Here is a 2-piece molecular cluster, C3H10NO2 overall from the OMol25 dataset. Energies are from wB97M-V/def2-TZVPD.

Bonds (Å) are listed after each position.
Cartesian coordinates (Å):
1 O -0.26343 -1.42133 -1.29097  C2 1.262
2 C -1.20537 -0.82170 -0.70262  O1 1.262, C3 1.583, H6 1.248
3 C -1.10389 -0.29841 0.78753  C2 1.583, C4 1.568, N5 1.590, H7 1.137
4 C -2.22392 0.72472 1.18537  C3 1.568, H8 1.082, H9 1.119, H10 1.065
5 N 0.40569 0.19495 0.70807  C3 1.590, H11 1.077, H12 1.147, H13 1.112
6 H -2.17447 -0.35269 -1.33462  C2 1.248
7 H -1.04457 -1.20820 1.46664  C3 1.137
8 H -1.87915 1.14332 2.12133  C4 1.082
9 H -2.38046 1.53371 0.42888  C4 1.119
10 H -3.18590 0.29564 1.34139  C4 1.065
11 H 0.65233 1.22591 0.51880  N5 1.077
12 H 1.11506 -0.26431 1.48363  N5 1.147
13 H 0.83431 -0.41259 -0.11921  N5 1.112
14 H 3.49575 1.67514 -1.53701  O16 1.030
15 H 4.21331 0.63618 -0.53013  O16 0.968
16 O 3.35256 1.01329 -0.76126  H14 1.030, H15 0.968

The value obtained for the lowest unoccupied orbital energy is -0.16326 Eh. As for the HOMO-LUMO gap: 10.62 eV. The charge is +1. The calculation puts the HOMO energy at -15.0613 eV. The value obtained for the max |F| is 5.1 eV Å⁻¹.

natural (NBO) atomic charge list, values in e, 5 entries:
1. O -0.495
2. C 0.410
3. C -0.129
4. C -0.640
5. N -0.777

Here is a 2-piece molecular cluster, C3H10NO2S overall from the OMol25 dataset. Energies are from wB97M-V/def2-TZVPD.

Bonds (Å) are listed after each position.
Cartesian coordinates (Å):
1 C -0.03661 -1.53440 0.46234  O2 1.326, C3 1.753, H7 1.081, H8 1.106
2 O 0.65295 -2.22105 -0.43892  C1 1.326
3 C -0.07401 0.19928 0.20456  C1 1.753, C4 1.521, N6 1.440, H9 1.110
4 C -1.37181 0.84623 -0.25274  C3 1.521, S5 1.868, H10 1.102, H11 1.077
5 S -1.84452 2.43861 0.60162  C4 1.868, H12 1.314
6 N 0.91483 0.58407 -0.76849  C3 1.440, H13 1.008, H14 1.025
7 H -1.07354 -1.83162 0.53226  C1 1.081
8 H 0.45135 -1.65654 1.44757  C1 1.106
9 H 0.28032 0.27900 1.25339  C3 1.110
10 H -2.17003 0.16675 0.08661  C4 1.102
11 H -1.42114 0.92666 -1.32521  C4 1.077
12 H -1.62627 2.06290 1.84210  S5 1.314
13 H 0.47036 0.75463 -1.65662  N6 1.008
14 H 1.47491 -0.27379 -0.81309  N6 1.025
15 H 1.97981 -2.37523 -0.28475  O17 1.091
16 H 3.26524 -2.16764 -1.27469  O17 0.962
17 O 3.06867 -2.37774 -0.35722  H15 1.091, H16 0.962

The value obtained for the lowest unoccupied orbital energy (alpha / beta) is 0.02148 / -0.11111 Eh. Its expectation value of S² is 0.760. As for the HOMO-LUMO gap (alpha / beta): 10.35 / 6.66 eV. The calculation puts the HOMO energy (alpha / beta) at -9.7659 / -9.6792 eV. The spin multiplicity is 2. The value obtained for the max |F| is 3.5 eV Å⁻¹.

natural (NBO) atomic charge list, values in e, 5 entries:
1. C -0.076
2. O -0.466
3. C 0.014
4. C -0.530
5. S -0.018

Here is a 2-piece molecular cluster, C3H10NO2S overall from the OMol25 dataset. Energies are from wB97M-V/def2-TZVPD.

Bonds (Å) are listed after each position.
Cartesian coordinates (Å):
1 O -0.11741 -0.26286 1.88260  C2 1.169
2 C -0.79274 0.45115 1.24940  O1 1.169, C3 1.662, H7 1.009
3 C -1.05384 0.09971 -0.35435  C2 1.662, C4 1.684, N6 1.463, H8 1.147
4 C 0.40909 0.37943 -1.13941  C3 1.684, S5 1.883, H9 1.098, H10 1.007
5 S 0.59998 2.25039 -1.04796  C4 1.883, H11 1.260
6 N -1.31411 -1.33834 -0.42181  C3 1.463, H12 1.030, H13 1.095, H14 1.034
7 H -1.37650 1.26483 1.37553  C2 1.009
8 H -1.85867 0.77578 -0.81298  C3 1.147
9 H 0.26609 0.03908 -2.17399  C4 1.098
10 H 1.16979 -0.08807 -0.67386  C4 1.007
11 H 1.38252 2.13941 -0.06670  S5 1.260
12 H -2.04602 -1.54096 0.27458  N6 1.030
13 H -0.55193 -2.02150 -0.03156  N6 1.095
14 H -1.58455 -1.83741 -1.28585  N6 1.034
15 H 1.39579 -2.97376 1.86714  O17 0.988
16 H 2.15051 -2.99441 0.50801  O17 0.964
17 O 1.27704 -2.85997 0.89312  H15 0.988, H16 0.964

The value obtained for the lowest unoccupied orbital energy is -0.13797 Eh. As for the HOMO-LUMO gap: 9.35 eV. The charge is +1. The calculation puts the HOMO energy at -13.1023 eV. The value obtained for the max |F| is 6.2 eV Å⁻¹.

natural (NBO) atomic charge list, values in e, 5 entries:
1. O -0.454
2. C 0.465
3. C -0.198
4. C -0.476
5. S 0.018

What are the relative energy (zero: lowest compared OMol25 entry of this formula, charge and spin) values for these records? In order: 229.6; 50.6; 21.8; 30.6; 60.4; 32.8; 44.7 kcal per mole.